A) This record from the Open Molecules 2025 dataset describes a cluster of 2 separate species, C2H4N4O2S2 in total. The level of theory is the ωB97M-V functional and the def2-TZVPD basis.

## Properties
gap between HOMO and LUMO (spin up / spin down) = 6.9639 / 7.5587 eV
LUMO energy (spin up / spin down) = -2.19 / -1.43 eV
E_HOMO (spin up / spin down) = -9.158 / -8.985 eV

ORCA input file:
```
! RIJCOSX wB97M-V def2-TZVPD def2/J DEFGRID3
* xyz 0 1
C 1.137 -0.162 0.604
C 1.519 0.665 -0.390
N 2.042 -0.839 1.305
N 3.228 -0.500 0.993
N 0.833 1.396 -1.263
N -2.582 -1.038 1.137
O -2.157 1.007 -0.481
O -1.528 -1.305 -1.222
S 3.308 0.614 -0.206
S -1.641 -0.293 -0.147
H -0.102 1.627 -1.139
H 1.283 1.507 -2.178
H -2.638 -0.609 2.084
H -2.701 -2.069 0.902
*
```

Just the Löwdin charges please, in e? Sure, here they are: -0.139 -0.623 -0.100 -0.401 0.080 -0.130 -0.358 -0.369 0.990 0.722 0.036 0.124 0.079 0.089


B) This record from the Open Molecules 2025 dataset describes an isolated molecule of C2H4N4O2S2. The level of theory is the ωB97M-V functional and the def2-TZVPD basis.

## Properties
gap between HOMO and LUMO = 8.3054 eV
SMILES string = [H]/N=C(/N)N(C(=S)S)[N+](=O)[O-]
LUMO energy = -0.86 eV
E_HOMO = -9.168 eV

ORCA input file:
```
! RIJCOSX wB97M-V def2-TZVPD def2/J DEFGRID3
* xyz 0 1
C 0.341 -0.872 0.696
C -1.157 0.662 -0.529
N 0.175 -2.099 0.467
N 0.773 -0.457 1.890
N 0.133 0.116 -0.314
N 1.229 0.528 -1.075
O 2.307 0.187 -0.690
O 0.988 1.237 -2.007
S -2.360 0.171 0.475
S -1.514 1.591 -1.966
H 0.139 -2.295 -0.529
H 0.951 -1.272 2.496
H 0.411 0.418 2.328
H -2.417 2.087 -1.242
*
```

Just the Löwdin charges please, in e? Sure, here they are: -0.629 -1.085 0.169 0.148 -0.038 -0.394 0.132 -0.003 0.683 0.871 0.068 0.126 0.129 -0.179


Which structure is the most stable? The one labeled B).